1.
Entry from the Open Molecules 2025 dataset: a cluster of 5 separate species, C35H76FN5O10P in total (ωB97M-V/def2-TZVPD).

Computed properties:
spin multiplicity = 1
E_tot = -2846.14084 a.u.
HOMO = -9.177 eV
LUMO = -3.733 eV
total charge = +1

The geometry in XYZ format:
```
128
C35H76FN5O10P, DFT ωB97M-V/def2-TZVPD
C -5.665 10.665 -0.207
C -4.551 10.170 0.654
O -3.916 9.203 0.376
O -4.294 10.858 1.804
C -3.291 11.847 1.630
C -1.905 11.219 1.535
C -0.938 12.123 0.780
C 0.486 11.544 0.684
P 0.535 9.884 0.032
F 1.776 9.804 -0.889
C 0.714 8.547 1.174
C -0.314 8.144 2.029
C -0.114 7.061 2.877
N 1.031 6.376 2.908
C 2.005 6.771 2.096
C 1.918 7.836 1.203
H -5.296 10.789 -1.219
H -6.147 11.558 0.170
H -6.398 9.863 -0.246
H -3.496 12.486 0.768
H -3.322 12.497 2.499
H -1.522 11.042 2.537
H -1.999 10.277 0.995
H -0.845 13.062 1.321
H -1.310 12.352 -0.215
H 1.040 11.625 1.615
H 1.031 12.146 -0.047
H -0.577 9.654 -0.780
H -1.266 8.650 2.042
H -0.909 6.735 3.528
H 2.924 6.204 2.123
H 2.749 8.094 0.569
C 0.923 0.516 -2.234
O 0.119 1.426 -2.963
C -1.086 1.805 -2.317
C -1.038 3.240 -1.831
N -0.102 3.396 -0.723
C 0.201 4.769 -0.348
C 0.827 5.705 -1.378
O 2.163 5.413 -1.721
C 2.341 4.384 -2.685
H 1.676 0.128 -2.917
H 1.439 0.997 -1.394
H 0.332 -0.321 -1.853
H -1.322 1.120 -1.497
H -1.887 1.726 -3.057
H -2.038 3.530 -1.495
H -0.775 3.869 -2.692
H 0.763 2.926 -0.954
H 0.884 4.716 0.503
H -0.724 5.233 0.017
H 0.865 6.697 -0.923
H 0.208 5.807 -2.278
H 1.537 4.379 -3.424
H 2.412 3.401 -2.214
H 3.283 4.575 -3.196
C -2.102 -0.949 2.202
O -0.815 -0.442 1.883
C -0.771 0.966 1.685
C -0.086 1.679 2.831
N -0.890 1.659 4.045
C -0.192 2.094 5.254
C 1.049 1.329 5.705
O 0.801 0.026 6.188
C 0.655 -0.979 5.202
H -2.067 -2.031 2.084
H -2.374 -0.725 3.238
H -2.866 -0.549 1.530
H -1.770 1.375 1.504
H -0.177 1.139 0.785
H 0.086 2.721 2.540
H 0.893 1.201 2.971
H -1.239 0.722 4.195
H -0.915 2.053 6.072
H 0.083 3.147 5.127
H 1.469 1.877 6.552
H 1.830 1.307 4.935
H 1.297 -0.795 4.336
H -0.384 -1.076 4.873
H 0.946 -1.926 5.655
C -0.038 -3.906 1.617
O -1.052 -3.761 0.635
C -0.703 -2.900 -0.442
C -0.430 -3.673 -1.716
N 0.809 -4.434 -1.630
C 1.021 -5.398 -2.708
C 0.003 -6.516 -2.911
O -0.011 -7.498 -1.893
C -0.740 -7.162 -0.727
H -0.487 -4.378 2.490
H 0.770 -4.551 1.257
H 0.371 -2.935 1.911
H 0.141 -2.256 -0.179
H -1.568 -2.252 -0.617
H -0.349 -2.964 -2.546
H -1.302 -4.313 -1.904
H 0.834 -4.926 -0.748
H 1.991 -5.868 -2.529
H 1.110 -4.843 -3.648
H 0.294 -7.047 -3.821
H -1.011 -6.137 -3.088
H -1.617 -6.551 -0.956
H -0.114 -6.644 0.006
H -1.076 -8.093 -0.270
C 2.293 -14.965 -2.971
O 1.471 -14.047 -3.663
C 0.245 -13.734 -3.017
C 0.245 -12.329 -2.452
N 1.144 -12.205 -1.312
C 1.394 -10.833 -0.872
C 2.016 -9.842 -1.849
O 3.374 -10.098 -2.169
C 3.595 -11.086 -3.156
H 3.067 -15.293 -3.662
H 2.781 -14.511 -2.101
H 1.724 -15.839 -2.642
H 0.013 -14.470 -2.241
H -0.538 -13.795 -3.778
H -0.771 -12.083 -2.127
H 0.510 -11.648 -3.271
H 2.029 -12.636 -1.541
H 2.054 -10.894 -0.003
H 0.446 -10.413 -0.520
H 2.011 -8.869 -1.361
H 1.423 -9.724 -2.762
H 2.809 -11.085 -3.916
H 3.676 -12.086 -2.718
H 4.546 -10.863 -3.639
```


2.
Entry from the Open Molecules 2025 dataset: a cluster of 8 separate species, C35H77NO21 in total (ωB97M-V/def2-TZVPD).

Computed properties:
spin multiplicity = 1
E_tot = -3014.29098 a.u.
HOMO = -8.984 eV
LUMO = 0.541 eV
structure (SMILES) = COC(=O)OC.COC(=O)OC.COC(=O)OC.COCCOCCOC.COCCOCCOC.COCCOCCOC.COCCOCCOC.CC#N
total charge = 0
ΔE to the lowest compared entry with this formula, charge and spin = 0.000 eV

The geometry in XYZ format:
```
134
C35H77NO21, DFT ωB97M-V/def2-TZVPD
C 0.596 3.882 -1.485
O 1.910 3.513 -1.013
C 2.131 3.347 0.295
O 3.177 2.989 0.720
O 1.065 3.740 0.985
C 1.170 3.797 2.395
H 0.402 4.930 -1.248
H -0.215 3.269 -1.106
H 0.684 3.829 -2.566
H 1.403 4.834 2.644
H 1.941 3.170 2.844
H 0.234 3.541 2.882
C 3.827 -2.881 0.699
O 4.275 -1.768 -0.109
C 4.852 -2.013 -1.268
O 5.006 -3.101 -1.762
O 5.182 -0.854 -1.803
C 5.738 -0.751 -3.081
H 3.583 -2.461 1.674
H 4.624 -3.603 0.848
H 2.912 -3.191 0.210
H 6.829 -0.727 -3.118
H 5.351 0.143 -3.567
H 5.461 -1.600 -3.714
C -5.090 0.347 -3.349
O -4.263 -0.750 -3.022
C -3.842 -0.825 -1.750
O -4.220 -0.085 -0.869
O -2.992 -1.810 -1.643
C -2.496 -2.040 -0.319
H -4.510 1.201 -3.694
H -5.779 0.595 -2.543
H -5.756 0.076 -4.170
H -3.258 -2.294 0.410
H -1.939 -1.158 -0.008
H -1.703 -2.777 -0.381
C -3.156 6.116 1.442
O -4.536 5.801 1.460
C -4.820 4.714 0.598
C -4.169 3.405 0.977
O -4.560 3.076 2.328
C -4.560 1.683 2.562
C -3.187 0.993 2.450
O -2.584 0.819 3.727
C -2.163 2.006 4.327
H -2.601 5.602 2.233
H -3.015 7.176 1.660
H -2.706 5.907 0.469
H -4.543 4.960 -0.434
H -5.902 4.582 0.646
H -3.082 3.406 1.088
H -4.457 2.646 0.242
H -5.257 1.230 1.850
H -4.906 1.486 3.576
H -2.504 1.447 1.729
H -3.391 0.002 2.045
H -1.840 1.765 5.346
H -2.920 2.781 4.477
H -1.260 2.412 3.862
C 3.172 6.780 -7.847
O 2.309 5.681 -8.175
C 2.415 4.559 -7.333
C 2.095 4.811 -5.864
O 0.880 5.442 -5.576
C -0.275 4.803 -6.074
C -0.370 3.302 -5.817
O -0.457 3.076 -4.436
C -0.921 1.776 -4.064
H 4.167 6.393 -7.613
H 2.752 7.320 -6.997
H 3.128 7.371 -8.756
H 3.452 4.190 -7.349
H 1.816 3.764 -7.781
H 2.907 5.458 -5.528
H 2.195 3.837 -5.371
H -0.370 4.994 -7.149
H -1.156 5.267 -5.629
H 0.540 2.859 -6.240
H -1.223 2.869 -6.349
H -1.053 1.815 -2.988
H -0.206 1.023 -4.401
H -1.880 1.574 -4.553
C -2.394 -4.971 9.924
O -1.549 -5.120 8.827
C -0.227 -4.800 9.185
C 0.783 -4.971 8.055
O 0.395 -4.191 6.947
C 1.169 -4.538 5.807
C 0.812 -3.733 4.604
O -0.523 -3.842 4.156
C -0.842 -2.901 3.139
H -2.574 -3.901 10.116
H -2.088 -5.426 10.875
H -3.387 -5.388 9.737
H 0.138 -5.406 10.018
H -0.162 -3.722 9.380
H 0.889 -6.011 7.710
H 1.780 -4.745 8.456
H 0.874 -5.573 5.572
H 2.244 -4.553 5.997
H 1.427 -4.100 3.770
H 1.013 -2.666 4.777
H -1.838 -3.200 2.824
H -0.100 -3.007 2.341
H -0.863 -1.869 3.495
C 1.862 -5.685 1.562
O 2.164 -5.322 0.222
C 1.134 -5.652 -0.669
C 0.075 -4.547 -0.732
O 0.670 -3.276 -0.965
C 1.106 -3.161 -2.326
C 1.358 -1.657 -2.532
O 1.319 -1.284 -3.894
C 2.364 -1.904 -4.643
H 2.734 -5.377 2.130
H 1.629 -6.749 1.660
H 0.955 -5.166 1.890
H 0.646 -6.585 -0.363
H 1.492 -5.824 -1.683
H -0.588 -4.467 0.130
H -0.547 -4.805 -1.601
H 0.284 -3.440 -2.995
H 1.956 -3.814 -2.520
H 2.273 -1.369 -2.002
H 0.499 -1.136 -2.111
H 2.237 -2.987 -4.618
H 3.317 -1.627 -4.183
H 2.372 -1.557 -5.673
C 1.328 -0.121 0.948
C 0.149 0.480 0.339
N -0.715 1.011 -0.197
H 1.867 0.652 1.496
H 1.932 -0.589 0.174
H 1.057 -0.901 1.659
```


Which formula does entry 1 have? C35H76FN5O10P


Which of these has the lowest HOMO? C35H76FN5O10P


Among the records above, which one has the lowest LUMO? C35H76FN5O10P